No. 1
ORCA calculation (ωB97M-V with the def2-TZVPD basis set) on 11 unconnected molecules or ions with the total composition C25H74F3N13O13S at a distorted geometry.

Positions of all 129 atoms, in Å:
1 O -10.5295 -7.5577 12.6114
2 H -10.8071 -6.9084 11.9611
3 H -10.0585 -7.0517 13.2776
4 H -9.9185 -8.1742 12.2012
5 C -6.5295 -4.7194 14.5172
6 F -6.5963 -3.6360 13.7040
7 F -5.2408 -4.8203 14.9368
8 F -7.3200 -4.6102 15.6496
9 S -6.8895 -6.2435 13.4536
10 O -6.2258 -6.0008 12.1606
11 O -6.3449 -7.3430 14.2285
12 O -8.3659 -6.4083 13.4328
13 C -11.5892 -5.4339 17.3349
14 O -11.7996 -4.6751 18.2827
15 N -12.5217 -6.0962 16.8062
16 N -10.4678 -5.6101 16.7481
17 H -12.2481 -6.4492 15.9003
18 H -13.4579 -5.8676 17.1084
19 H -9.6013 -5.4175 17.2300
20 H -10.4932 -6.4553 16.1958
21 C -6.9831 -4.4402 9.3194
22 O -7.0680 -4.0024 8.1657
23 N -6.6565 -3.7073 10.3454
24 N -7.4001 -5.5709 9.6564
25 H -6.2515 -2.7884 10.2366
26 H -6.6442 -4.1031 11.2745
27 H -7.1982 -5.8753 10.5980
28 H -7.1727 -6.1493 8.8603
29 C -9.0122 -8.7926 16.2046
30 O -9.8894 -8.0216 15.6966
31 N -7.8226 -9.0329 15.7040
32 N -9.1864 -9.5319 17.2406
33 H -7.4674 -8.4270 14.9781
34 H -7.0898 -9.5638 16.1525
35 H -9.9980 -9.2511 17.7721
36 H -8.4242 -10.1327 17.5202
37 C -3.2071 -8.6969 15.8273
38 O -2.0593 -9.0696 15.8894
39 N -4.2555 -9.1366 16.3859
40 N -3.5917 -7.5916 15.2269
41 H -4.2490 -9.9637 16.9654
42 H -5.0831 -8.5794 16.5434
43 H -4.4899 -7.6941 14.7766
44 H -2.8802 -6.8811 15.1317
45 C -5.2045 -0.3903 16.5060
46 C -4.3104 -0.7000 15.2654
47 C -3.3940 0.4077 14.8091
48 O -2.7512 0.0952 13.5357
49 C -1.6258 0.9234 13.3258
50 N -3.5416 -1.7995 15.6813
51 H -4.6270 -0.3412 17.4292
52 H -6.1374 -0.9539 16.5076
53 H -5.6198 0.5795 16.2320
54 H -5.0141 -1.0750 14.5223
55 H -2.5554 0.5244 15.4956
56 H -3.9984 1.3146 14.7899
57 H -0.7385 0.4134 13.7011
58 H -1.6347 1.9385 13.7229
59 H -1.2179 1.1446 12.3395
60 H -3.0381 -2.1788 14.8921
61 H -4.0815 -2.5809 16.0248
62 C -0.8589 -1.9772 19.5747
63 C -2.2837 -2.4661 19.4026
64 C -2.2158 -3.6191 18.4216
65 O -3.5631 -4.1220 18.2965
66 C -3.5538 -5.2931 17.5161
67 N -2.8874 -2.8803 20.6670
68 H -0.4686 -1.6380 18.6152
69 H -0.2798 -2.7735 20.0424
70 H -0.8954 -1.0903 20.2074
71 H -2.9845 -1.7357 18.9982
72 H -1.5565 -4.3321 18.9165
73 H -1.7222 -3.3264 17.4949
74 H -3.0494 -6.1995 17.8509
75 H -3.1140 -5.0731 16.5433
76 H -4.5723 -5.4823 17.1769
77 H -2.2695 -3.6094 20.9937
78 H -3.7684 -3.3398 20.4856
79 C -4.3455 -9.8673 12.6543
80 C -2.9608 -10.1574 12.1302
81 C -2.4034 -9.0555 11.3097
82 O -3.3130 -8.7454 10.2760
83 C -2.8612 -9.4206 9.0728
84 N -2.0708 -10.3898 13.2856
85 H -4.3775 -8.8044 12.8940
86 H -4.6610 -10.4405 13.5261
87 H -5.1249 -10.0327 11.9105
88 H -3.0167 -11.0777 11.5487
89 H -1.4176 -9.3980 10.9951
90 H -2.3715 -8.2126 12.0001
91 H -3.3177 -10.3672 8.7834
92 H -1.7819 -9.5167 8.9551
93 H -3.1188 -8.7268 8.2725
94 H -2.1512 -9.5753 13.8774
95 H -1.1076 -10.2989 12.9955
96 C -6.3614 -2.6339 19.7976
97 C -6.6296 -4.1134 20.0275
98 C -7.3134 -4.7386 18.8387
99 O -7.7076 -6.1106 18.9414
100 C -8.6599 -6.2816 19.9886
101 N -5.3122 -4.7145 20.3626
102 H -5.8661 -2.1370 20.6318
103 H -7.3040 -2.1152 19.6227
104 H -5.7179 -2.4723 18.9328
105 H -7.1730 -4.3432 20.9440
106 H -6.6474 -4.6306 17.9827
107 H -8.1764 -4.1006 18.6481
108 H -9.3929 -7.0281 19.6827
109 H -9.1612 -5.3554 20.2698
110 H -8.2540 -6.7648 20.8773
111 H -4.6042 -4.3701 19.7300
112 H -5.4906 -5.6858 20.1512
113 C -2.9961 -4.8576 11.6605
114 C -2.3104 -3.5776 11.9803
115 C -2.2054 -2.6979 10.6928
116 O -1.4949 -1.4722 10.9544
117 C -0.9893 -0.7409 9.8853
118 N -3.1191 -2.8617 12.9663
119 H -2.4823 -5.2689 10.7916
120 H -3.9620 -4.6727 11.1905
121 H -3.0220 -5.4058 12.6022
122 H -1.2828 -3.6808 12.3290
123 H -3.1897 -2.4305 10.3084
124 H -1.8296 -3.2710 9.8451
125 H -1.8809 -0.3681 9.3812
126 H -0.4819 -1.3208 9.1142
127 H -0.3230 0.0875 10.1257
128 H -4.0675 -2.9774 12.6389
129 H -2.9702 -1.8640 12.9165

Atomic forces in eV per Å
-1.505 -0.500 -0.438
-0.390 0.456 -0.817
1.665 0.645 1.781
0.634 -0.481 -0.167
0.466 0.263 0.586
-0.473 -0.745 1.225
-1.183 0.048 -0.347
1.178 -0.050 -2.546
-1.438 -0.454 -0.363
-0.861 -0.139 2.106
1.150 0.158 -0.180
1.266 0.928 -0.664
0.089 4.688 5.207
0.348 0.223 0.622
-4.843 -3.397 -2.779
4.762 -0.599 -2.202
-1.396 -0.347 0.037
0.076 -0.258 -0.536
-0.195 0.066 -0.034
1.218 0.076 0.101
-0.071 6.238 -3.633
0.900 -0.300 0.038
1.717 3.092 3.130
-2.009 -7.345 0.543
-0.347 -0.198 -0.205
0.200 0.179 -0.275
0.214 -0.488 -0.399
-0.675 -1.042 0.357
-1.475 1.919 -2.389
1.666 -1.633 0.332
2.714 0.562 -2.762
-2.123 -1.153 3.178
-0.102 -0.003 -0.029
-0.586 0.062 0.187
0.222 -0.828 0.599
-0.798 0.176 0.674
2.347 2.196 -0.297
1.623 -1.417 -0.047
-5.038 -4.997 3.985
0.719 2.636 -2.495
0.371 -0.101 -0.172
0.483 0.295 -0.194
-0.032 1.497 -0.173
-0.523 0.134 -0.766
-0.100 1.927 -1.911
-1.325 -0.979 1.432
0.245 -0.041 -0.446
-0.976 0.899 -0.059
1.863 0.070 0.202
2.288 -1.844 0.402
-0.284 -0.177 -0.047
0.498 -0.789 0.387
-0.007 0.630 0.712
-0.170 0.834 -0.915
-0.300 0.040 0.544
0.275 0.393 -0.502
0.079 -0.024 0.817
-0.690 -0.126 0.693
-1.409 -0.688 -0.971
0.225 -0.204 0.005
-0.332 0.113 0.211
-0.963 0.979 0.234
-0.565 -0.155 -0.457
-0.462 0.404 1.041
1.839 -0.628 -0.844
-0.836 0.474 -1.775
0.858 0.201 -0.176
0.289 -0.334 0.008
0.317 0.180 -0.105
0.314 -0.149 0.262
0.383 0.455 -0.285
-0.098 -0.726 -0.098
-0.578 -0.027 -0.457
-0.033 0.151 0.876
0.596 0.248 -0.192
-0.240 -0.418 0.723
-0.030 -0.322 0.688
0.152 0.346 0.462
-0.785 0.690 -0.144
-1.971 -4.190 3.171
0.361 2.283 -0.715
2.138 -1.847 0.096
-0.365 1.183 -1.582
-0.292 2.440 -3.009
-0.282 0.069 0.191
0.476 -0.097 0.042
0.245 0.044 -0.208
0.423 -0.076 -0.410
0.055 0.609 -0.460
0.248 0.380 -0.318
-0.394 -0.115 0.818
0.085 -0.001 0.734
-0.282 0.001 -0.058
-0.431 -0.040 1.932
0.886 -1.266 0.087
-0.875 0.301 0.037
1.824 -0.102 1.159
0.005 0.493 -0.351
0.126 0.654 0.418
-0.308 -0.875 0.116
-1.224 -0.535 -0.045
-0.068 -0.308 0.192
0.003 0.212 -0.082
-0.015 -0.191 -0.211
-0.692 0.632 -0.097
0.020 -0.306 -0.089
-0.497 -0.100 -0.226
-0.290 0.268 -0.479
-0.055 -0.046 -0.152
0.616 0.417 0.196
-0.345 -0.585 -0.488
0.761 -0.569 0.163
0.448 0.117 -0.891
-0.058 2.775 -1.214
0.131 0.541 -0.273
0.677 -1.514 1.574
-1.254 -0.092 -1.617
0.019 -0.595 -0.030
0.482 -0.976 0.491
-0.496 0.079 0.727
-0.312 -0.680 -0.478
-0.017 -0.303 0.245
-0.624 0.100 0.359
0.962 -0.045 -0.035
0.087 0.712 -0.449
0.287 -0.532 0.173
-0.236 -0.200 0.745
-0.451 -0.014 0.201
0.469 0.428 0.005

The value obtained for the orbital gap (alpha / beta) is 0.2453 / 0.0634 Ha. The strongest force on any atom is 0.1583 Eh/bohr. As for the spin multiplicity: 2. The HOMO energy (alpha / beta) comes out at -0.371 / -0.371 Eh. Its total charge is +1. The expectation value of S² is 0.76. The value obtained for the calculated total energy is -92088.0718 eV. The calculation puts the lowest unoccupied orbital energy (alpha / beta) at -3.41 / -8.36 eV.

---

No. 2
ORCA calculation (ωB97M-V with the def2-TZVPD basis set) on a molecular structure, C16H24N4NdO8.

Positions of all 53 atoms, in Å:
1 Nd 0.2404 -0.3628 1.5602
2 O 2.9698 3.0043 1.9435
3 C 1.9114 2.4885 1.6233
4 O 1.2420 1.5933 2.2593
5 C 1.2163 2.8925 0.3272
6 N 0.7965 1.7374 -0.4800
7 C 1.9169 1.2165 -1.2831
8 C 2.6615 0.0567 -0.6324
9 N 1.8459 -1.1590 -0.4934
10 C 1.3247 -1.6657 -1.7709
11 C -0.1301 -1.3064 -2.0853
12 N -1.0134 -1.4103 -0.9293
13 C -2.2803 -0.6703 -1.0701
14 C -2.7262 0.0442 0.1993
15 N -1.8249 1.1323 0.6071
16 C -1.6617 2.1745 -0.4157
17 C -0.3869 2.0854 -1.2588
18 C -2.2907 1.7445 1.8676
19 C -2.3101 0.8118 3.0769
20 O -3.2130 0.9395 3.8873
21 O -1.3322 -0.0275 3.1449
22 C -1.2601 -2.8263 -0.6188
23 C -1.5248 -3.0701 0.8634
24 O -2.4769 -3.7456 1.2178
25 O -0.6447 -2.4922 1.6017
26 C 2.6086 -2.2217 0.1915
27 C 3.0311 -1.9038 1.6259
28 O 4.1173 -2.3084 2.0056
29 O 2.1712 -1.2441 2.3296
30 H 1.8492 3.5677 -0.2619
31 H 0.3230 3.4446 0.6230
32 H 2.6416 2.0163 -1.4790
33 H 1.5357 0.9134 -2.2605
34 H 3.0022 0.3553 0.3635
35 H 3.5779 -0.1515 -1.2077
36 H 1.4292 -2.7500 -1.7590
37 H 1.9503 -1.3213 -2.6062
38 H -0.4657 -1.9646 -2.9048
39 H -0.1874 -0.2986 -2.4777
40 H -3.0828 -1.3542 -1.3725
41 H -2.1774 0.0483 -1.8857
42 H -2.7850 -0.6763 1.0211
43 H -3.7526 0.4195 0.0609
44 H -1.6851 3.1371 0.0940
45 H -2.5238 2.1839 -1.0971
46 H -0.2584 3.0546 -1.7701
47 H -0.5135 1.3535 -2.0469
48 H -3.2972 2.1689 1.7666
49 H -1.5927 2.5488 2.1131
50 H -0.3585 -3.3906 -0.8619
51 H -2.0793 -3.2208 -1.2326
52 H 3.5148 -2.4931 -0.3644
53 H 1.9582 -3.0980 0.2516

Atomic forces in eV per Å
-0.064 0.033 -0.244
-0.026 0.141 -0.060
-0.033 -0.472 0.324
0.271 0.519 0.013
-0.037 0.169 -0.244
0.010 -0.144 0.172
-0.116 0.118 -0.077
0.039 0.006 0.049
0.034 0.020 0.105
0.104 -0.011 0.037
-0.103 -0.015 -0.076
0.044 0.058 0.216
0.083 -0.070 -0.156
-0.021 -0.036 0.065
-0.003 -0.056 0.094
-0.091 -0.007 0.056
0.083 0.053 -0.090
-0.147 0.186 -0.168
0.141 -0.632 0.427
-0.008 0.162 -0.051
-0.587 0.488 -0.064
-0.041 -0.042 -0.291
0.152 0.294 0.466
-0.005 -0.104 -0.117
-0.284 -0.491 -0.133
0.078 -0.076 -0.272
-0.016 0.405 0.693
-0.010 -0.126 -0.112
0.561 -0.402 -0.422
0.011 -0.011 0.013
0.023 0.018 0.037
0.029 -0.015 0.022
0.020 -0.044 0.008
-0.035 0.000 0.022
-0.070 -0.015 -0.110
-0.035 -0.005 0.004
-0.007 -0.024 -0.014
0.024 -0.006 0.002
0.027 0.031 -0.001
-0.018 0.002 0.031
-0.012 0.036 0.026
0.038 0.000 -0.001
0.031 0.064 -0.108
0.036 0.006 -0.012
0.006 0.030 -0.008
-0.018 0.002 0.010
-0.024 -0.032 -0.010
0.019 0.035 -0.103
-0.025 0.001 0.043
-0.013 -0.036 0.032
-0.006 0.003 0.019
-0.047 0.011 -0.077
0.035 -0.019 0.030

The value obtained for the orbital gap (alpha / beta) is 0.3224 / 0.3232 Ha. The strongest force on any atom is 0.0157 Eh/bohr. As for the spin multiplicity: 4. The HOMO energy (alpha / beta) comes out at -0.242 / -0.243 Eh. Its total charge is -1. The expectation value of S² is 3.75. The value obtained for the calculated total energy is -54606.7051 eV. The calculation puts the lowest unoccupied orbital energy (alpha / beta) at 2.19 / 2.19 eV.

---

Q: Which of these has the highest strongest force on any atom?
A: C25H74F3N13O13S